Arrangement 1

Computed, not measured: C5H12N3 as an isolated structure, with ωB97M-V with the def2-TZVPD basis set.

XYZ file:
```
20
Properties=species:S:1:pos:R:3:lowdin_charge:R:1
C -1.2520 0.7599 -0.7869 -0.085
C -1.1159 -0.1556 -1.7861 -0.002
C 1.3523 -0.7179 0.4820 -0.069
C 0.0094 0.2482 2.2144 -0.005
C 0.3761 1.4549 0.0906 -0.032
N -0.7121 -2.0465 -3.2545 0.114
N -0.8810 -0.9719 -2.6309 0.039
N 0.7973 0.5003 0.9462 -0.284
H -1.9640 1.6484 -0.9257 0.132
H -1.6216 0.3643 0.2188 0.105
H 2.2495 -0.4157 -0.1607 0.130
H 1.6264 -1.2764 1.4423 0.127
H 0.7136 -1.2923 -0.1372 0.060
H -0.8497 -0.4539 1.8972 0.125
H 0.6796 -0.1435 2.8427 0.039
H -0.3598 1.1177 2.7227 0.095
H -0.1690 2.2925 0.5195 0.116
H 0.9490 1.7138 -0.8077 0.123
H 0.1508 -2.3568 -3.6395 0.134
H -1.5475 -2.5741 -3.4063 0.138
```

Results
2S+1: 1
HOMO-LUMO gap: 9.1 eV
net charge: +1

Arrangement 2

Computed, not measured: a 2-piece molecular cluster, C5H12N3 overall, with ωB97M-V with the def2-TZVPD basis set.

XYZ file:
```
20
Properties=species:S:1:pos:R:3:lowdin_charge:R:1
C 0.1230 -1.4884 2.3808 -0.019
C -1.8749 -0.1530 1.2691 -0.032
C 1.7482 -0.1152 0.5380 -0.155
C 0.1289 1.6010 -3.5371 0.013
C -0.3853 -0.5354 1.3562 -0.418
N -0.4548 1.0171 -2.4997 0.019
N 0.4269 0.0659 0.6499 -0.037
N -1.0360 0.5000 -1.6758 0.443
H -0.6879 -1.7087 3.0316 0.065
H 0.5490 -2.4488 1.9498 0.116
H 1.0952 -1.0278 2.7608 0.100
H -2.1197 0.8712 1.6288 0.099
H -2.3776 -0.9163 1.7942 0.044
H -2.1631 -0.4172 0.1922 0.065
H 1.9497 -1.0276 0.1600 0.066
H 2.2309 0.5298 -0.0967 0.053
H 2.2588 -0.1095 1.5076 0.105
H 0.8218 1.0356 -4.1948 0.157
H 0.5404 2.4570 -3.0201 0.138
H -0.7736 1.8703 -4.1948 0.176
```

Results
2S+1: 1
HOMO-LUMO gap: 6.6 eV
net charge: +1

It comes down to arrangement 2, which is 23.0 kJ/mol more stable than the next structure.

Arrangement 1

Computed, not measured: the molecule C6H8, with ωB97M-V with the def2-TZVPD basis set.

XYZ file:
```
14
Properties=species:S:1:pos:R:3:lowdin_charge:R:1
C 2.9114 0.0036 -0.2115 0.110
C 1.7687 -0.0303 0.1614 -0.119
C 0.3750 -0.0226 0.5568 -0.331
C -0.5808 -1.0793 -0.0732 -0.147
C -1.6561 0.0171 -0.1770 -0.181
C -0.5436 1.0738 -0.0507 -0.146
H 3.9361 0.0241 -0.5183 0.022
H 0.2839 -0.0372 1.6594 0.148
H -0.7999 -1.9720 0.5328 0.105
H -0.2019 -1.3975 -1.0621 0.117
H -2.2782 0.0386 -1.0805 0.101
H -2.3035 0.0014 0.7085 0.105
H -0.7283 1.9470 0.5769 0.102
H -0.1828 1.4332 -1.0226 0.114
```

Results
2S+1: 1
SMILES: C#CC1CCC1
HOMO-LUMO gap: 11.0 eV
net charge: 0

Arrangement 2

Computed, not measured: the molecule C6H8, with ωB97M-V with the def2-TZVPD basis set.

XYZ file:
```
14
Properties=species:S:1:pos:R:3:lowdin_charge:R:1
C -1.4305 -0.0486 -0.6373 -0.044
C -1.2468 -0.0370 0.9354 -0.075
C 1.0498 -1.0219 0.0622 -0.201
C 1.1463 1.0898 -0.0608 -0.153
C 2.1511 -0.0302 0.1200 0.068
C 0.0253 0.0337 0.0754 -0.413
H -1.7166 -0.9829 -1.0093 0.057
H -1.9069 0.8315 -1.1118 0.095
H -1.6738 0.8372 1.4278 0.095
H -1.4250 -0.9783 1.3843 0.077
H 1.3571 -1.2831 -1.0483 0.178
H 1.1007 -1.8236 0.7088 0.088
H 1.3042 2.0736 0.3073 0.091
H 1.2650 1.3399 -1.1536 0.136
```

Results
2S+1: 1
HOMO-LUMO gap: 8.5 eV
net charge: 0

It comes down to arrangement 1, which is 347.6 kJ/mol more stable than the next structure.

Arrangement 1

Computed, not measured: the molecule C6H8, with ωB97M-V with the def2-TZVPD basis set.

XYZ file:
```
14
Properties=species:S:1:pos:R:3:lowdin_charge:R:1
C -0.3161 -2.4089 -1.3450 -0.110
C 0.3486 -1.5285 -0.3863 -0.087
C 0.5351 -0.6277 0.3940 -0.023
C 0.2670 0.5785 1.1475 -0.300
C 0.8338 1.9253 0.7795 -0.119
C -0.5436 1.5607 0.3251 -0.123
H -1.1375 -2.9180 -0.8292 0.080
H 0.3227 -3.1516 -1.8223 0.067
H -0.7542 -1.7780 -2.1269 0.079
H -0.0163 0.4241 2.1859 0.132
H 0.9086 2.6504 1.5849 0.098
H 1.6312 1.9723 0.0452 0.104
H -1.4179 2.0276 0.7642 0.099
H -0.6613 1.2738 -0.7164 0.103
```

Results
2S+1: 1
SMILES: CC#CC1CC1
HOMO-LUMO gap: 10.0 eV
net charge: 0

Arrangement 2

Computed, not measured: a 2-piece molecular cluster, C6H8 overall, with ωB97M-V with the def2-TZVPD basis set.

XYZ file:
```
14
Properties=species:S:1:pos:R:3:lowdin_charge:R:1
C 0.9010 -1.2326 0.6963 0.067
C 1.2518 -0.2014 -0.0894 -0.248
C -2.2574 0.3521 0.4325 -0.173
C -1.9901 -0.4042 -0.6034 -0.072
C 0.2502 -1.0995 -0.5735 -0.060
C 1.9376 1.0847 -0.0700 -0.046
H 0.9563 -1.7701 1.5294 0.063
H -3.1748 0.8891 0.4922 0.019
H -1.7147 0.2010 1.3508 0.019
H -2.7142 -0.2373 -1.4083 0.014
H 0.1610 -1.6663 -1.5457 0.100
H 1.1629 1.8209 -0.1455 0.072
H 2.6393 1.2730 -0.9873 0.115
H 2.5911 0.9905 0.9219 0.131
```

Results
2S+1: 1
HOMO-LUMO gap: 8.5 eV
net charge: 0

Arrangement 3

Computed, not measured: the molecule C6H8, with ωB97M-V with the def2-TZVPD basis set.

XYZ file:
```
14
Properties=species:S:1:pos:R:3:lowdin_charge:R:1
C -1.3219 0.9031 0.4665 -0.071
C -0.3384 0.2029 -0.4812 -0.375
C 1.1272 0.6413 -0.2750 -0.237
C 1.9348 -0.4885 0.2975 0.038
C 1.0054 -1.6107 0.2451 -0.139
C -0.2300 -1.2587 -0.1802 -0.029
H -2.3291 0.4793 0.3892 0.076
H -1.3850 1.9711 0.2349 0.079
H -0.6846 0.3492 -1.5147 0.141
H 1.2341 1.5513 0.3297 0.110
H 1.6211 0.8816 -1.2303 0.120
H -0.9869 0.7982 1.5049 0.088
H 1.2761 -2.6216 0.5414 0.082
H -1.0817 -1.9330 -0.2787 0.117
```

Results
2S+1: 1
HOMO-LUMO gap: 7.8 eV
net charge: 0

It comes down to arrangement 1, which is 71.4 kJ/mol more stable than the next structure.

Arrangement 1

Computed, not measured: the molecule C6H8, with ωB97M-V with the def2-TZVPD basis set.

XYZ file:
```
14
Properties=species:S:1:pos:R:3:lowdin_charge:R:1
C 1.1797 0.1533 0.0549 -0.272
C 2.3424 -0.4214 0.3030 0.028
C -0.5620 1.4262 0.4988 -0.077
C 0.3987 1.1597 -0.6009 -0.129
C -0.2753 0.0127 0.0963 -0.321
C -1.3443 -1.0637 0.0090 -0.041
H 2.6796 -1.3388 0.8594 0.068
H 3.1467 0.2315 -0.1562 0.067
H -0.2792 2.0233 1.3463 0.095
H -1.4480 1.8959 0.0345 0.111
H 0.5235 1.5017 -1.7825 0.196
H -2.4474 -0.7533 0.0094 0.090
H -1.1929 -1.9478 0.7722 0.107
H -1.2980 -1.5522 -1.0119 0.077
```

Results
2S+1: 1
SMILES: C=C1[C@@H]2C[C@]12C
HOMO-LUMO gap: 9.6 eV
net charge: 0

Arrangement 2

Computed, not measured: the molecule C6H8, with ωB97M-V with the def2-TZVPD basis set.

XYZ file:
```
14
Properties=species:S:1:pos:R:3:lowdin_charge:R:1
C 0.1706 0.0648 1.3643 -0.166
C 0.6042 -1.1756 0.5302 -0.115
C 0.9678 -0.7207 -0.6516 -0.143
C 0.4859 0.5441 -0.9281 -0.265
C -0.9644 0.3926 -0.8065 -0.107
C -0.1775 1.0283 0.3134 -0.227
H -0.8794 -0.4894 1.6207 0.146
H 0.7391 0.4344 2.2867 0.131
H 0.5638 -2.2190 1.1751 0.158
H 1.2191 -1.3619 -1.4850 0.119
H 0.7980 1.0774 -1.7395 0.119
H -1.5188 0.8993 -1.5742 0.087
H -1.7295 -0.4866 -0.6358 0.161
H -0.2789 2.0123 0.5302 0.103
```

Results
2S+1: 1
SMILES: C1=C[C@H]2C[C@H]2C1
HOMO-LUMO gap: 9.5 eV
net charge: 0

It comes down to arrangement 2, which is 16.3 kJ/mol more stable than the next structure.

Arrangement 1

Computed, not measured: the molecule C6H8, with ωB97M-V with the def2-TZVPD basis set.

XYZ file:
```
14
Properties=species:S:1:pos:R:3:lowdin_charge:R:1
C -0.6162 1.1924 -1.2903 -0.281
C -0.7708 2.5257 -1.1863 0.085
C 0.4614 0.5277 1.0948 -0.045
C -0.2800 -0.7275 0.6693 -0.238
C -0.2635 0.5332 -0.1783 -0.174
C 0.4085 -1.9224 0.0267 -0.033
H -0.9148 0.5877 -2.1452 0.094
H 0.0090 2.8936 -0.3978 0.036
H -0.0437 1.2418 1.7201 0.109
H 1.5262 0.5185 1.1818 0.113
H -1.2428 -0.9735 1.0003 0.116
H 0.8562 -1.3488 -0.8530 0.116
H -0.2187 -2.6432 -0.3115 0.038
H 1.0893 -2.4051 0.6694 0.063
```

Results
2S+1: 1
HOMO-LUMO gap (alpha / beta): 7.7 / 7.5 eV
net charge: 0

Arrangement 2

Computed, not measured: the molecule C6H8, with ωB97M-V with the def2-TZVPD basis set.

XYZ file:
```
14
Properties=species:S:1:pos:R:3:lowdin_charge:R:1
C -1.5049 0.8488 2.3867 0.109
C -0.9259 0.2587 1.5098 -0.110
C -0.2354 -0.4351 0.4276 -0.332
C -0.6196 -0.0899 -1.0362 -0.145
C 0.8705 -0.2269 -1.4145 -0.176
C 1.2229 -0.0366 0.0768 -0.144
H -2.0192 1.3676 3.1655 0.020
H -0.2950 -1.5187 0.5853 0.143
H -1.3485 -0.7393 -1.5289 0.104
H -0.9600 0.9477 -1.1076 0.112
H 1.1082 -1.2380 -1.7619 0.104
H 1.2800 0.4939 -2.1278 0.099
H 1.4035 1.0144 0.3209 0.112
H 2.0233 -0.6467 0.5042 0.103
```

Results
2S+1: 1
SMILES: C#CC1CCC1
HOMO-LUMO gap: 11.0 eV
net charge: 0

It comes down to arrangement 2, which is 384.2 kJ/mol more stable than the next structure.

Arrangement 1

Computed, not measured: the molecule C2N4O2, with ωB97M-V with the def2-TZVPD basis set.

XYZ file:
```
8
Properties=species:S:1:pos:R:3:lowdin_charge:R:1
C -0.0620 -0.6472 0.0634 -0.205
C 0.1123 0.8900 -0.0990 -0.482
N -2.2446 -0.3721 -0.0258 0.289
N -1.3438 -1.0750 -0.0846 0.041
N 1.2069 -1.0987 0.0279 0.040
N 2.2046 -0.5804 0.0688 0.303
O 1.2228 1.4408 -0.1065 0.055
O -1.0961 1.4426 0.1558 -0.042
```

Results
2S+1: 1
HOMO-LUMO gap: 8.8 eV
net charge: 0

Arrangement 2

Computed, not measured: the molecule C2N4O2, with ωB97M-V with the def2-TZVPD basis set.

XYZ file:
```
8
Properties=species:S:1:pos:R:3:lowdin_charge:R:1
C -0.2041 0.4862 0.5185 -0.218
C 0.3771 -0.5988 -0.1981 -0.156
N -1.5913 -1.0877 0.7692 0.088
N -1.3540 0.1540 0.9834 0.091
N 1.4471 1.1351 -0.8532 0.000
N 1.2982 -0.1101 -1.2591 0.145
O 0.5667 1.6391 0.0268 0.028
O -0.5397 -1.6179 0.0126 0.022
```

Results
2S+1: 1
SMILES: n1nc2onnc2o1
HOMO-LUMO gap: 9.7 eV
net charge: 0

It comes down to arrangement 1, which is 107.0 kJ/mol more stable than the next structure.